one:
Here is a 11-piece molecular cluster, C20H62O20 overall from the OMol25 dataset. Energies are from wB97M-V/def2-TZVPD.

Properties
**E_LUMO**: -0.12 eV
**HOMO energy**: -0.3324 hartree

The geometry in XYZ format:
```
102
C20H62O20 (wB97M-V/def2-TZVPD)
C 0.817 -3.737 3.309
O 0.997 -4.351 2.034
H -0.222 -3.458 3.484
H 1.233 -4.321 4.130
H 1.257 -2.749 3.179
H 1.938 -4.448 1.868
C 2.337 -4.648 -1.020
O 1.533 -4.059 -2.030
H 3.146 -5.189 -1.511
H 2.620 -3.871 -0.311
H 1.699 -5.307 -0.431
H 0.771 -3.571 -1.711
C -0.283 4.462 3.371
C 0.867 3.732 2.714
O 0.532 3.432 1.378
O -0.501 5.760 2.829
H -0.050 4.453 4.436
H -1.242 3.960 3.242
H 1.087 2.818 3.266
H 1.726 4.386 2.865
H 0.553 4.186 0.784
H -1.340 5.717 2.365
C 4.221 0.188 1.537
C 4.500 0.485 0.039
O 4.592 -0.634 -0.776
O 4.162 1.343 2.333
H 4.999 -0.514 1.837
H 3.304 -0.392 1.642
H 5.425 1.053 -0.053
H 3.808 1.156 -0.470
H 4.820 -0.301 -1.647
H 3.815 1.029 3.170
C -3.573 -0.865 -0.525
C -4.174 0.431 0.041
O -3.242 1.513 0.050
O -2.486 -1.144 0.366
H -3.397 -0.748 -1.595
H -4.296 -1.669 -0.388
H -4.596 0.316 1.039
H -4.966 0.769 -0.628
H -3.685 2.213 0.535
H -2.069 -0.298 0.546
C -1.558 -5.366 0.124
C -2.950 -5.825 -0.195
O -2.946 -7.204 -0.580
O -1.220 -5.760 1.438
H -1.491 -4.278 0.126
H -0.791 -5.529 -0.632
H -3.370 -5.279 -1.040
H -3.708 -5.632 0.564
H -2.860 -7.741 0.211
H -0.421 -5.293 1.691
C 2.046 4.365 -1.769
C 2.159 2.839 -2.115
O 1.188 2.344 -3.043
O 0.900 4.869 -1.116
H 2.182 4.931 -2.690
H 2.928 4.527 -1.150
H 2.050 2.195 -1.242
H 3.160 2.647 -2.500
H 0.324 2.322 -2.626
H 0.182 4.786 -1.747
C -1.861 0.463 3.435
C -2.531 0.576 4.783
O -2.831 1.916 5.145
O -1.155 -0.778 3.184
H -1.193 1.313 3.294
H -2.593 0.428 2.629
H -1.793 0.104 5.432
H -3.441 -0.024 4.763
H -2.964 2.060 6.084
H -0.999 -0.809 2.237
C 1.523 -0.739 -5.185
C 1.437 -1.174 -3.727
O 0.132 -1.322 -3.227
O 1.363 0.659 -5.196
H 0.808 -1.193 -5.871
H 2.523 -0.906 -5.586
H 1.899 -0.527 -2.982
H 2.001 -2.106 -3.766
H 0.243 -1.603 -2.315
H 1.238 0.996 -4.306
C 1.021 -1.459 0.084
C 0.858 0.081 -0.050
O -0.272 0.594 0.676
O -0.088 -2.080 -0.506
H 1.056 -1.762 1.130
H 1.959 -1.753 -0.388
H 0.694 0.337 -1.097
H 1.787 0.565 0.252
H -0.170 1.547 0.728
H -0.889 -1.655 -0.191
C -2.100 2.591 -2.851
C -2.154 4.044 -2.446
O -1.104 4.803 -2.942
O -1.302 1.805 -2.020
H -1.707 2.527 -3.865
H -3.129 2.245 -2.956
H -2.364 4.137 -1.381
H -3.035 4.488 -2.911
H -1.446 5.004 -3.816
H -1.860 1.566 -1.276
```


two:
Here is a 11-piece molecular cluster, C20H62O20 overall from the OMol25 dataset. Energies are from wB97M-V/def2-TZVPD.

Properties
**E_LUMO**: 0.07 eV
**HOMO energy**: -0.3370 hartree

The geometry in XYZ format:
```
102
C20H62O20 (wB97M-V/def2-TZVPD)
C 2.879 -4.189 -1.651
O 2.732 -3.186 -0.603
H 2.719 -3.825 -2.666
H 3.947 -4.402 -1.613
H 2.295 -5.094 -1.481
H 2.155 -3.548 0.073
C 0.231 -0.369 -0.339
O 1.521 -0.586 0.088
H 0.075 -0.687 -1.370
H -0.352 -0.997 0.335
H -0.127 0.647 -0.170
H 1.775 -1.470 -0.186
C -1.919 -4.709 -0.481
C -0.716 -3.909 -0.884
O -0.741 -3.379 -2.209
O -3.060 -3.827 -0.500
H -1.844 -5.164 0.507
H -2.160 -5.516 -1.172
H 0.150 -4.560 -0.772
H -0.505 -3.038 -0.264
H -1.336 -2.634 -2.326
H -3.780 -4.377 -0.818
C -0.116 2.249 5.523
C 0.640 2.533 4.217
O 0.385 1.491 3.284
O -1.551 2.204 5.342
H 0.213 3.020 6.219
H 0.228 1.298 5.929
H 1.703 2.571 4.458
H 0.369 3.474 3.738
H 0.214 1.887 2.426
H -1.806 1.293 5.178
C 4.454 -1.110 1.628
C 4.081 0.307 2.055
O 3.453 0.994 0.973
O 5.231 -1.193 0.467
H 3.644 -1.811 1.429
H 5.007 -1.582 2.440
H 4.931 0.962 2.246
H 3.358 0.348 2.870
H 2.700 0.484 0.668
H 4.663 -0.993 -0.281
C -0.276 -1.789 3.112
C -0.979 -3.137 3.516
O -0.131 -4.240 3.794
O 0.373 -1.175 4.239
H -0.946 -1.126 2.565
H 0.581 -2.003 2.473
H -1.712 -3.360 2.740
H -1.614 -2.898 4.369
H -0.662 -4.801 4.366
H 0.652 -0.345 3.844
C 1.374 5.168 0.558
C 1.505 3.663 0.817
O 0.283 2.963 0.674
O 1.142 5.338 -0.860
H 2.249 5.775 0.791
H 0.593 5.605 1.181
H 1.964 3.520 1.795
H 2.158 3.234 0.057
H -0.009 3.129 -0.226
H 1.896 4.944 -1.305
C -3.368 -0.410 0.443
C -4.730 -0.046 -0.198
O -5.018 -1.056 -1.148
O -3.358 -1.521 1.275
H -3.005 0.349 1.136
H -2.653 -0.593 -0.359
H -4.623 0.915 -0.700
H -5.494 -0.014 0.578
H -5.954 -1.233 -1.033
H -3.434 -2.271 0.681
C -2.743 5.028 -1.167
C -2.574 3.448 -1.332
O -1.221 3.176 -1.747
O -1.746 5.625 -0.299
H -3.719 5.200 -0.712
H -2.648 5.434 -2.174
H -3.296 3.086 -2.064
H -2.863 3.002 -0.380
H -1.115 2.270 -2.046
H -0.966 5.164 -0.618
C -2.943 -0.937 -4.267
C -2.767 0.568 -3.803
O -1.567 0.693 -3.004
O -2.967 -1.855 -3.162
H -2.181 -1.169 -5.011
H -3.878 -0.917 -4.826
H -3.592 0.770 -3.119
H -2.769 1.212 -4.683
H -0.866 0.227 -3.466
H -3.608 -1.489 -2.549
C 4.019 0.709 -3.442
C 3.076 -0.379 -2.799
O 3.876 -1.232 -2.031
O 4.668 0.228 -4.569
H 4.680 1.157 -2.700
H 3.496 1.529 -3.935
H 2.490 -0.962 -3.509
H 2.314 0.110 -2.192
H 3.310 -1.858 -1.574
H 5.554 -0.027 -4.301
```


The structure with the most favorable energy is two; the runner-up is 13.1 kcal/mol above it.


one:
Here is a 7-piece molecular cluster, C13H21F3N4O17 overall from the OMol25 dataset. Energies are from wB97M-V/def2-TZVPD.

Properties
**E_LUMO**: -0.20 eV
**HOMO energy**: -0.3948 hartree

The geometry in XYZ format:
```
58
C13H21F3N4O17 (wB97M-V/def2-TZVPD)
C -0.724 -1.506 -1.048
C -1.539 -0.238 -1.174
O -0.519 0.691 -0.815
C 0.416 0.160 -0.054
O 1.248 0.735 0.655
O 0.209 -1.181 -0.004
F -2.561 -0.354 -0.248
H -0.240 -1.420 -2.021
H -1.200 -2.478 -0.916
H -2.046 0.035 -2.099
C -0.998 4.804 0.756
C -1.144 5.835 -0.293
O -1.767 5.096 -1.351
C -1.318 3.863 -1.379
O -1.400 3.058 -2.270
O -0.891 3.620 -0.112
F 0.103 6.120 -0.679
H -1.905 4.635 1.336
H -0.086 4.969 1.329
H -1.519 6.783 0.094
C 5.304 -0.226 -1.352
C 5.124 0.470 -2.739
O 4.006 -0.194 -3.249
C 3.389 -0.916 -2.234
O 2.353 -1.513 -2.422
O 4.079 -0.823 -1.055
F 6.274 0.235 -3.450
H 5.566 0.463 -0.549
H 6.095 -0.975 -1.384
H 4.906 1.520 -2.541
C 3.552 0.417 3.573
N 4.874 1.156 3.631
O 5.033 2.106 4.353
O 5.714 0.844 2.830
H 3.498 0.426 2.485
H 2.726 0.822 4.157
H 3.890 -0.568 3.895
C -1.608 0.125 3.304
N -0.929 -1.017 3.835
O -1.477 -2.097 3.624
O 0.222 -0.872 4.239
H -1.415 0.998 3.927
H -2.668 -0.126 3.257
H -1.143 0.214 2.323
C -6.171 -0.508 -4.631
N -4.977 -1.324 -4.267
O -5.175 -2.564 -4.195
O -3.910 -0.809 -4.124
H -5.903 0.300 -5.311
H -6.584 -0.045 -3.735
H -6.839 -1.212 -5.127
C -1.399 -5.136 2.499
N -1.440 -5.654 1.075
O -2.046 -6.700 0.849
O -0.837 -5.023 0.260
H -1.950 -5.765 3.198
H -1.922 -4.189 2.635
H -0.332 -5.065 2.708
```


two:
Here is a 7-piece molecular cluster, C13H21F3N4O17 overall from the OMol25 dataset. Energies are from wB97M-V/def2-TZVPD.

Properties
**E_LUMO**: -0.30 eV
**HOMO energy**: -0.3946 hartree

The geometry in XYZ format:
```
58
C13H21F3N4O17 (wB97M-V/def2-TZVPD)
C -1.755 -7.541 -3.610
N -0.860 -8.533 -2.964
O 0.220 -8.829 -3.562
O -1.246 -9.057 -1.953
H -1.651 -6.642 -3.003
H -2.701 -8.072 -3.504
H -1.289 -7.517 -4.595
C 0.017 0.389 -0.869
N -1.284 0.129 -1.577
O -1.869 1.050 -2.141
O -1.713 -1.058 -1.659
H 0.319 -0.591 -0.500
H -0.134 1.025 0.003
H 0.790 0.768 -1.538
C -1.684 7.252 -1.185
N -0.857 6.422 -0.242
O 0.290 6.139 -0.566
O -1.332 6.319 0.884
H -2.279 6.484 -1.679
H -0.983 7.767 -1.843
H -2.316 7.953 -0.640
C -5.857 0.106 -6.938
N -6.745 -0.131 -8.099
O -7.074 0.861 -8.691
O -7.171 -1.258 -8.207
H -4.833 -0.207 -7.139
H -6.312 -0.380 -6.074
H -5.852 1.196 -6.896
C 2.096 1.050 7.352
C 2.283 2.243 6.424
O 3.193 1.698 5.474
C 3.049 0.366 5.446
O 3.327 -0.288 4.463
O 2.508 -0.056 6.547
F 2.895 3.166 7.138
H 1.096 0.694 7.600
H 2.674 1.028 8.276
H 1.301 2.621 6.139
C -4.063 -3.638 2.813
C -2.669 -3.931 3.230
O -2.351 -2.882 4.112
C -3.139 -1.889 3.853
O -3.181 -0.777 4.413
O -3.961 -2.239 2.864
F -1.840 -3.984 2.228
H -4.700 -4.023 3.610
H -4.289 -4.022 1.818
H -2.510 -4.901 3.700
C 6.459 2.594 -1.091
C 7.770 2.224 -1.746
O 8.634 2.219 -0.569
C 8.089 2.830 0.448
O 8.750 3.000 1.507
O 6.798 3.169 0.204
F 8.128 3.281 -2.456
H 5.873 1.691 -0.924
H 5.963 3.346 -1.705
H 7.979 1.363 -2.381
```


The structure with the most favorable energy is one; the runner-up is 24.5 kcal/mol above it.


one:
Here is a 2-piece molecular cluster, CH6NO overall from the OMol25 dataset. Energies are from wB97M-V/def2-TZVPD.

Properties
**E_LUMO**: 4.32 eV
**HOMO energy**: -0.0892 hartree
**Net charge**: -1

The geometry in XYZ format:
```
9
CH6NO (wB97M-V/def2-TZVPD)
O 2.109 -0.268 -0.927
H 2.110 0.038 -1.853
C -1.446 0.730 0.673
N -0.710 -0.597 0.442
H -1.227 1.343 -0.103
H -1.025 1.296 1.561
H -2.475 0.794 0.817
H -0.966 -1.117 -0.396
H 0.353 -0.413 0.256
```


two:
Here is a 2-piece molecular cluster, CH6NO overall from the OMol25 dataset. Energies are from wB97M-V/def2-TZVPD.

Properties
**E_LUMO**: 4.37 eV
**HOMO energy**: -0.0829 hartree
**Net charge**: -1

The geometry in XYZ format:
```
9
CH6NO (wB97M-V/def2-TZVPD)
O 2.001 -1.133 1.357
H 1.774 -2.046 1.420
C -0.695 0.852 -0.780
N -0.532 -0.072 0.323
H 0.261 1.194 -1.180
H -1.281 1.730 -0.480
H -1.329 0.404 -1.553
H -0.521 -1.033 0.062
H 0.324 0.105 0.829
```


The structure with the most favorable energy is two; the runner-up is 9.8 kcal/mol above it.